1.
Density functional theory data (the ωB97M-V functional and the def2-TZVPD basis) for C28H66BeBrCsFIN5NaO15P4 as an isolated structure in a non-equilibrium geometry.

```
124
Properties=species:S:1:pos:R:3:forces:R:3
C 0.700786 1.834849 -4.465830 -7.07 -3.52 6.49
C -0.317068 1.449505 -3.541618 6.83 1.34 -6.46
N -1.377051 0.871148 -2.670549 3.04 -0.62 -1.48
C -2.774596 0.955916 -3.175017 -2.78 -0.42 -0.68
C -2.954398 1.323129 -4.763090 -0.51 -0.54 -0.61
N -2.980993 2.825896 -5.023018 0.16 -1.22 -0.27
C -1.015550 -0.365184 -1.915594 1.12 -3.27 -0.04
N -0.857292 -0.172510 -0.390332 -2.71 -0.62 -1.25
P -0.908888 1.603412 -0.000664 -1.47 0.69 0.40
P 0.975834 2.585631 -0.486987 2.50 5.30 -3.00
O 0.680858 3.766496 -1.540866 0.51 -4.62 3.93
O 1.508180 3.428270 0.982919 -0.53 -2.70 -2.40
O 2.205094 1.532942 -1.135674 -0.72 2.30 3.56
P -2.357304 -0.795004 0.429437 -3.20 0.62 2.77
O -3.205661 0.342746 1.124832 3.35 -3.64 -2.27
O -3.394300 -1.577638 -0.761076 1.51 0.29 2.92
O -1.900603 -2.011826 1.640253 -1.18 1.44 -4.37
N -0.810605 -1.635461 -2.419160 0.21 5.30 6.18
I -1.069772 -1.991378 -4.477822 -0.74 -0.94 -4.73
C -0.403136 -2.861196 -1.637286 -0.04 -1.72 0.49
C 1.074054 -3.480308 -2.058898 0.20 -0.75 -0.24
C 1.029555 -5.146748 -1.968653 1.25 -0.19 0.43
C 2.052284 -5.600047 -0.731818 -1.12 0.11 0.12
C 1.633021 -7.075983 -0.107217 1.13 1.38 -0.37
O 1.942612 -7.091929 1.345590 -2.63 -0.49 -2.48
C 0.853706 -6.451491 2.110004 -0.55 0.80 0.76
H 1.583045 1.937436 -5.263533 -2.59 -0.09 2.39
H -3.417219 1.728690 -2.533722 1.60 -1.44 -1.35
H -3.303634 -0.101208 -3.017503 1.34 2.20 -0.30
H -4.031911 0.924942 -5.087997 2.27 0.81 0.93
H -2.197142 0.745483 -5.481427 -1.36 1.13 1.97
H -2.079665 3.283896 -4.761790 -0.92 -0.72 -0.68
H -3.205201 2.941088 -6.043491 0.71 0.08 1.49
H -0.977031 1.656634 1.464550 0.91 -0.67 -1.09
H 0.963574 4.282584 1.096156 1.19 -1.54 -0.66
H 2.987134 1.639275 -0.486823 -1.40 -0.44 -1.41
H -4.169349 -2.020410 -0.274710 1.60 1.10 -0.72
H -1.916811 -2.878166 1.129625 0.26 1.19 1.06
H -1.189203 -3.712478 -1.925211 1.53 2.10 0.42
H -0.447785 -2.765705 -0.475606 0.24 0.23 -2.13
H 1.415246 -3.202346 -3.144788 -0.94 -0.24 2.14
H 1.907568 -3.129857 -1.311230 -1.77 -0.46 -1.46
H 1.424395 -5.666199 -2.946478 -0.91 1.30 1.69
H -0.052188 -5.566209 -1.779169 1.91 0.96 -0.22
H 1.898006 -4.795577 0.115851 0.47 -1.79 -1.45
H 3.189623 -5.583182 -1.063003 -2.53 -0.09 0.67
H 0.483055 -7.313554 -0.302364 4.38 3.04 0.16
H 2.248052 -7.900920 -0.685998 -1.05 1.33 1.38
H 1.294408 -5.473088 2.578847 -0.63 -1.01 0.24
H -0.063688 -6.110776 1.434485 1.64 -0.83 0.97
H 0.469833 -7.180810 2.958393 0.85 1.39 -1.73
O 8.261142 -8.356616 2.514333 -1.58 1.74 4.12
P 7.666194 -6.940064 2.322084 2.05 0.01 -9.64
O 6.743243 -7.404354 1.015482 -0.71 -0.22 0.67
C 5.884203 -8.528764 1.127497 -0.13 -0.48 -0.02
C 4.605946 -8.171209 1.855257 -0.09 0.16 -0.31
O 9.002830 -6.366336 1.510172 -0.15 0.53 1.39
C 10.290365 -6.684763 2.019788 0.50 -0.41 -0.10
C 10.926359 -7.768356 1.167697 0.14 -0.06 -0.29
O 7.001470 -5.357375 2.107288 0.08 -1.42 4.01
C 6.901179 -4.772085 0.810469 -0.19 -0.25 -1.02
C 5.438007 -4.602253 0.446185 -0.28 0.39 0.39
H 6.382291 -9.366667 1.622529 0.14 0.16 -0.04
H 5.645651 -8.860432 0.111332 0.14 0.15 -0.02
H 4.814237 -7.670443 2.806397 -0.07 -0.10 -0.01
H 4.008998 -9.068224 2.049640 0.05 0.08 0.03
H 3.998579 -7.487981 1.252981 0.31 -0.17 0.34
H 10.232311 -6.990470 3.071092 0.03 -0.04 -0.24
H 10.901645 -5.777695 1.981569 -0.16 0.00 -0.03
H 10.252313 -8.613731 1.005813 0.02 0.11 0.27
H 11.848552 -8.136101 1.625422 -0.04 0.04 -0.05
H 11.165378 -7.372080 0.174567 0.04 0.00 0.15
H 7.412431 -5.362416 0.043680 -0.04 0.02 0.36
H 7.390493 -3.793516 0.844552 0.07 -0.15 0.28
H 4.859386 -5.494616 0.683366 0.17 -0.06 -0.05
H 5.325201 -4.380627 -0.617783 0.10 0.04 -0.03
H 4.995418 -3.778995 1.022974 0.03 -0.20 -0.12
O -3.008208 2.722247 2.905922 0.43 0.28 -0.21
H -2.961241 1.939910 2.336075 -0.26 -0.18 0.04
H -2.102149 3.065825 2.906957 -0.28 -0.10 0.19
C -4.994363 8.937047 0.626938 0.03 0.16 -0.04
C -5.383080 7.857202 -0.423584 -0.59 1.55 0.50
C -6.679751 7.110014 -0.002577 0.03 -0.14 -0.04
C -6.477821 6.048665 1.064365 0.09 -0.04 0.04
C -5.376401 5.083115 0.648317 -0.29 0.03 -0.17
C -4.044454 5.796824 0.319988 1.30 -1.06 1.53
N -4.216669 6.939225 -0.653430 -2.22 -2.65 -3.91
O -4.371225 6.375982 -1.932585 0.63 1.84 3.07
C -3.408320 6.293646 1.645910 -0.21 0.27 0.19
C -3.020138 4.728943 -0.184142 -0.44 0.29 -0.79
C -5.762004 8.724716 -1.677620 0.60 -0.34 0.09
H -4.436023 8.569053 1.478239 -0.03 -0.22 -0.02
H -4.367070 9.715908 0.172274 -0.11 -0.24 0.01
H -5.886018 9.431015 1.029844 0.07 -0.12 -0.19
H -7.119031 6.617890 -0.881943 0.19 -0.03 -0.09
H -7.434761 7.827140 0.346204 0.30 0.11 -0.16
H -6.243746 6.517295 2.022869 0.02 0.02 0.00
H -7.412344 5.497925 1.212564 0.09 0.09 0.01
H -5.228218 4.345666 1.450578 0.33 0.24 -0.22
H -5.728175 4.509412 -0.221067 0.22 0.16 -0.03
H -2.544281 6.938727 1.458107 -0.15 0.04 -0.08
H -3.054265 5.451863 2.254760 -0.19 -0.02 -0.37
H -4.107177 6.825912 2.294162 0.06 0.07 -0.10
H -3.373031 4.182171 -1.070836 0.08 0.33 0.19
H -2.826733 3.972646 0.588461 -0.34 0.40 0.02
H -2.058908 5.189821 -0.439529 -0.17 0.01 -0.10
H -4.885833 9.242513 -2.085778 -0.11 -0.20 0.03
H -6.499588 9.491683 -1.409362 0.18 -0.19 0.32
H -6.211427 8.130048 -2.480480 1.45 -0.15 2.09
F 1.853412 -4.183405 3.827061 -0.32 -0.44 -0.73
Cs -0.735157 -8.835064 -0.069286 -2.16 -2.69 0.68
C -2.622476 7.270320 5.502990 -0.51 -0.67 0.62
C -1.955549 8.428157 4.739489 1.05 -1.98 -0.78
O -2.519214 9.546764 5.165817 -0.27 0.97 0.13
H -3.701312 7.218929 5.309297 0.25 0.16 0.02
H -2.187500 6.316170 5.183433 0.05 0.26 -0.07
H -2.470368 7.352282 6.586675 -0.02 0.13 -0.31
H -2.052783 8.164989 3.674574 -0.62 0.51 -0.25
H -0.874170 8.292584 4.897608 0.07 0.60 0.61
O 1.509508 -4.070874 -5.696081 -0.42 -0.72 -4.05
H 0.633037 -3.842481 -5.445364 -1.52 0.70 1.50
Be -0.076751 5.453966 1.375310 -1.09 1.46 0.33
Br 0.393309 -4.155129 -7.649843 1.96 0.00 2.57
Na -7.067234 8.066135 -3.830594 -0.99 -0.24 -1.83
```
Positions in Å, forces in eV/Å.

Multiplicity: 2
LUMO level in eV: -4.5
Charge: +1
Molecular weight in g mol⁻¹: 1227.5
Energy in Eh: -7041.86721
<S²>: 1.782



2.
Density functional theory data (the ωB97M-V functional and the def2-TZVPD basis) for an isolated ion of composition C5H14N2 and charge -1 in a non-equilibrium geometry.

```
21
Properties=species:S:1:pos:R:3:forces:R:3
C 1.340168 -1.577848 -0.677883 0.15 -1.27 1.56
C 0.298294 -1.237402 0.416427 -1.22 1.22 -0.71
C 0.195104 0.230992 0.909269 1.27 -0.12 0.37
C -0.123552 1.175832 -0.241324 -1.92 -0.18 -1.29
C -1.634545 1.318170 -0.570704 -1.19 -0.31 -0.32
N -2.344777 2.550391 -0.135315 0.69 0.09 0.92
N 2.465465 -2.404205 -0.138415 0.01 0.12 0.22
H 1.710700 -0.676138 -1.144886 0.10 0.00 -0.27
H 0.896500 -2.273364 -1.396721 -0.22 0.57 -0.28
H -0.717875 -1.346518 0.011783 0.08 -0.27 -0.43
H 0.215579 -1.932485 1.254415 0.76 -0.09 0.05
H -0.556975 0.182861 1.698616 -0.28 0.48 -0.05
H 1.113900 0.570106 1.407634 0.01 -0.25 -0.06
H 0.213768 0.696596 -1.159884 0.56 0.05 0.00
H 0.233593 2.207001 -0.314226 0.57 -0.20 0.74
H -2.196955 0.441699 -0.225252 0.19 0.12 0.34
H -1.841941 1.275045 -1.647785 0.67 0.04 -0.10
H -1.633014 3.158370 0.269200 -0.06 0.18 -0.28
H -2.910628 2.367179 0.692514 -0.09 -0.32 -0.14
H 3.201700 -1.877630 0.312220 0.11 0.73 -0.31
H 2.075491 -2.848650 0.680317 -0.20 -0.58 0.04
```
Positions in Å, forces in eV/Å.

Multiplicity: 2
LUMO level (spin up / spin down) in eV: 4.2 / 4.1
Charge: -1
Molecular weight in g mol⁻¹: 102.2
Energy above the lowest of the compared OMol25 structures with the same formula, charge and spin in eV: 1.116
Energy in Eh: -308.32201
<S²>: 0.750



3.
Density functional theory data (the ωB97M-V functional and the def2-TZVPD basis) for C3H8EuO3 as an isolated structure in a non-equilibrium geometry.

```
15
Properties=species:S:1:pos:R:3:forces:R:3
O 1.807404 0.279547 0.343376 -0.69 2.02 -1.50
C 1.138813 -0.977155 0.396922 -2.75 1.06 0.16
C -0.433845 -0.543875 0.377384 0.53 -0.67 -4.47
O 0.602086 0.879467 3.038037 0.79 0.14 -0.09
Eu 2.729773 1.264026 2.507009 -1.16 -0.40 -0.47
H 1.306052 -1.701009 1.201047 0.51 0.96 0.67
H 1.471311 -1.526843 -0.491486 -0.99 0.08 -0.19
H -1.009574 -1.470315 0.212407 0.14 0.31 -0.36
H -1.129075 0.114440 0.921552 1.56 -0.04 1.04
O -0.342601 0.276719 -1.026489 0.76 -1.58 2.40
H 1.160732 0.801199 -0.473373 1.68 -1.94 2.61
C -1.574372 0.595511 -1.626397 -0.80 -0.10 0.09
H -2.157037 -0.317881 -1.822700 0.20 0.17 -0.02
H -2.188089 1.235633 -0.971602 0.19 0.01 -0.24
H -1.381576 1.090533 -2.585680 0.03 -0.03 0.35
```
Positions in Å, forces in eV/Å.

Multiplicity: 9
LUMO level (spin up / spin down) in eV: -4.8 / -4.7
Charge: +1
Molecular weight in g mol⁻¹: 244.1
Energy above the lowest of the compared OMol25 structures with the same formula, charge and spin in eV: 0.000
Energy in Eh: -1054.73837
<S²>: 20.011



4.
Density functional theory data (the ωB97M-V functional and the def2-TZVPD basis) for one molecule with the formula C4H9NO2 in a non-equilibrium geometry.

```
16
Properties=species:S:1:pos:R:3:forces:R:3
C -2.270377 0.767809 -0.410800 -0.21 0.37 -0.03
N -1.058490 -0.017582 -0.279640 -0.30 -0.73 0.94
C -0.444470 -0.042313 0.820254 -1.96 -0.61 0.95
O 0.115176 -1.216982 1.307221 -0.16 0.96 -0.42
C 1.161696 -1.347330 0.396532 1.04 1.34 -0.91
C 1.709501 0.163999 -0.040245 1.12 -1.31 0.16
O 1.417504 0.451851 -1.382673 -0.02 -0.09 -0.13
H -2.183599 1.694641 -0.981135 0.19 -0.03 -0.04
H -2.983402 0.117066 -0.933052 0.10 0.29 0.08
H -2.693192 0.982801 0.576699 0.00 0.20 -0.18
H -0.318578 0.733993 1.575527 -0.81 0.23 0.05
H 1.910224 -2.056793 0.800490 -0.17 0.75 -0.20
H 0.805418 -1.673973 -0.581383 0.01 -0.44 0.07
H 1.655689 1.119646 0.554382 -0.56 -1.36 0.17
H 2.731166 -0.125891 0.050495 1.34 0.54 -0.61
H 0.445733 0.449058 -1.472671 0.38 -0.10 0.08
```
Positions in Å, forces in eV/Å.

LUMO level in eV: 0.8
Structure (SMILES): C/N=C/OCCO
Molecular weight in g mol⁻¹: 103.1
Energy above the lowest of the compared OMol25 structures with the same formula, charge and spin in eV: 4.288
Energy in Eh: -362.92797